[1]
Below is a cluster of 8 separate species, C4H23NO9S in total, with properties calculated with the ωB97M-V functional and the def2-TZVPD basis.

Element x y z (Å)
C -1.59365 -1.81460 1.02287
N -1.77351 -1.21443 -0.30767
C -0.85960 -1.23779 -1.31810
O 0.24730 -1.91475 -1.00015
O -1.03496 -0.69453 -2.39282
C -0.55175 -1.01021 1.82390
C -0.58083 -1.20029 3.31380
S 0.56855 -0.02791 4.16863
H -1.39717 -2.86514 0.86384
H -2.55210 -1.71243 1.52732
H -2.51087 -0.54348 -0.40619
H 0.86703 -1.85150 -1.77639
H 0.43975 -1.22006 1.44237
H -0.84318 0.02668 1.63938
H -1.54262 -0.95511 3.77531
H -0.35739 -2.16899 3.75464
H 0.54067 0.91584 3.21494
H -1.06598 3.19028 0.88254
H 0.11226 3.13065 1.76069
O -0.15533 2.85238 0.87215
H 2.48150 -1.22024 -2.88375
H 2.61577 -2.60463 -2.20248
O 2.10380 -2.10431 -2.85563
H 1.30026 2.03666 -1.43853
H 1.24465 0.74850 -2.24100
O 1.37068 1.69637 -2.34363
H 1.54178 0.17984 1.18458
H 2.73367 0.92287 1.41407
O 2.04519 0.87284 0.73170
H -1.86790 2.13915 -2.76105
H -2.36940 0.64195 -2.50923
O -2.57312 1.58595 -2.39392
H 3.12194 -0.57153 -1.16374
H 4.02846 0.47899 -1.68335
O 4.02705 -0.46906 -1.48946
H -3.03872 2.33426 -0.56473
H -2.06635 1.47039 0.02286
O -2.65586 2.17739 0.31622

Cartesian forces (eV/Å) of the 3 atoms listed first:
0.0603 0.8041 -0.4690
0.2073 -0.2234 0.2245
-0.3562 -0.0572 0.5754

Computed properties:
HOMO energy, eV: -9.56
Max |F|, eV Å⁻¹: 1.77
Structure (SMILES): O=C(O)NCCCS.O.O.O.O.O.O.O
ΔE to the lowest compared entry with this formula, charge and spin, eV: 0.402

[2]
Below is a cluster of 8 separate species, C4H24N2O8 in total, with properties calculated with the ωB97M-V functional and the def2-TZVPD basis.

Element x y z (Å)
C 1.63881 -1.71040 0.76416
N 0.64694 -2.14688 -0.04066
C -0.56005 -2.77775 0.47097
C 0.88058 -2.31722 -1.46318
C 0.41839 -1.09184 -2.34717
N 0.15274 0.16193 -1.63986
O 1.52449 -1.48701 1.95020
H 2.58590 -1.67111 0.21641
H -1.42943 -2.56575 -0.15964
H -0.75913 -2.46359 1.48312
H -0.39822 -3.85424 0.47408
H 1.92760 -2.47743 -1.61415
H 0.29810 -3.14007 -1.81777
H 1.23176 -1.01537 -3.04903
H -0.40021 -1.35051 -3.01784
H -0.72893 0.51130 -1.96827
H 0.10114 -0.06482 -0.65394
H 1.09601 3.11795 2.32612
H 0.37630 3.12176 3.77245
O 0.44618 3.51494 2.90463
H 4.25024 0.03141 -2.59148
H 2.86631 -0.11232 -1.91876
O 3.57011 -0.61601 -2.35030
H -0.76240 -1.33463 4.65866
H -0.25016 -1.50167 3.15626
O -0.82937 -1.00432 3.75610
H -3.56113 0.14049 -1.84277
H -2.45128 -0.24724 -0.86575
O -2.91541 -0.55251 -1.66172
H 2.08149 2.94652 -1.01822
H 1.11527 4.00893 -0.55529
O 2.04921 3.78171 -0.53067
H -3.25109 2.90160 -0.89201
H -2.39501 2.31292 0.20736
O -2.66380 2.16305 -0.72632
H -1.96297 1.47409 2.35813
H -1.62188 2.99303 2.19412
O -2.31711 2.32104 2.03203

Cartesian forces (eV/Å) of the 3 atoms listed first:
-0.3221 -0.6833 -0.2417
-0.4889 -0.2480 -0.4456
0.0019 0.0712 -0.0320

Computed properties:
HOMO energy, eV: -9.46
Max |F|, eV Å⁻¹: 1.69
Structure (SMILES): CN(C=O)CCN.O.O.O.O.O.O.O
ΔE to the lowest compared entry with this formula, charge and spin, eV: 1.713

[3]
Below is a cluster of 8 separate species, C4H24O8 in total, with properties calculated with the ωB97M-V functional and the def2-TZVPD basis.

Element x y z (Å)
O 12.02463 15.29014 0.39884
H 12.93097 15.20964 0.81794
H 11.79844 14.51418 -0.17201
H 11.30934 15.34327 1.10320
O 10.32903 12.24315 1.31166
H 9.87697 11.72494 0.63532
H 11.33437 12.38425 1.10124
H 9.91898 13.18059 1.50434
C 9.06639 15.75873 4.05567
C 10.13221 15.08772 3.20148
C 10.71987 13.88595 3.96014
O 9.83333 14.83430 1.88440
H 8.58763 16.58774 3.52616
H 9.54304 16.18546 4.94313
H 8.23739 15.13047 4.40169
H 10.99883 15.78797 3.28441
H 11.15775 14.14941 4.92698
H 11.52889 13.38403 3.41457
H 9.96426 13.10415 4.12602
C 13.05855 12.27683 -1.18151
O 12.69646 12.67113 0.10609
H 12.61924 11.32470 -1.55382
H 12.84094 13.07737 -1.91229
H 14.13527 12.00426 -1.18131
O 11.40551 17.53525 -1.53553
H 12.09528 17.88001 -2.11216
H 11.16743 16.67934 -1.92153
O 10.57167 14.54882 -1.79241
H 10.98442 13.91073 -2.39220
H 9.68937 14.69491 -2.15702
O 14.19100 15.17255 1.88614
H 14.61193 14.30597 1.97459
H 14.88815 15.81202 2.06969
O 14.51748 15.59087 -1.02642
H 15.06661 14.81028 -0.87884
H 15.14078 16.32592 -1.05564

Cartesian forces (eV/Å) of the 3 atoms listed first:
0.1702 0.6223 0.1124
-0.2675 -0.2423 -0.3064
0.5946 -0.2440 0.4436

Computed properties:
HOMO energy, eV: -7.95
Max |F|, eV Å⁻¹: 1.75
ΔE to the lowest compared entry with this formula, charge and spin, eV: 3.574

What is the formula in the first record? C4H23NO9S

Which of these has the lowest HOMO energy? C4H23NO9S

Look up the ΔE to the lowest compared entry with this formula, charge and spin of the second one. 1.713 eV

Which value of HOMO energy does entry 2 give? -9.46 eV